1.
15
Properties=species:S:1:pos:R:3:forces:R:3 method="wB97M-V/def2-TZVPD" e_above_lowest_kj_mol=415.8 total_charge=0 lumo_energy_ha="0.00086 / 0.00038" homo_lumo_gap_ev="7.981 / 7.978"
C 0.80364 -0.03092 -0.21000 2.573 1.845 -2.432
C 2.49241 1.15866 -1.46895 -2.984 -0.288 4.070
C -1.73889 -0.83174 1.40045 1.372 1.398 -0.186
C -1.83582 0.16471 0.23064 1.054 -0.031 0.807
S 1.73218 -1.37192 0.51658 -0.326 0.547 0.660
S 0.57665 -1.58262 -1.18384 -0.458 1.048 0.284
S -0.38996 1.32205 0.26653 1.176 -3.043 -0.483
H 2.98796 1.43484 -0.53633 -0.005 0.394 -0.485
H 1.74626 1.82895 -1.86071 0.400 0.052 -0.588
H 2.90225 0.31159 -1.89721 0.458 -1.302 -1.395
H -1.60433 -0.10662 2.19695 -0.083 -0.550 0.905
H -2.55318 -1.50138 1.61121 -0.512 -0.098 -0.306
H -0.78424 -1.38717 1.31389 -0.738 0.115 0.101
H -2.58741 0.91390 0.33796 -1.306 -0.095 -0.231
H -1.74751 -0.32233 -0.71717 -0.618 0.008 -0.721

2.
16
Properties=species:S:1:pos:R:3:forces:R:3 method="wB97M-V/def2-TZVPD" e_above_lowest_kj_mol=476.6 total_charge=0 lumo_energy_ha=0.02033 homo_lumo_gap_ev=7.164
C 0.77900 1.46294 0.94113 0.161 0.160 0.166
C 0.42819 0.48820 -0.11996 0.816 0.575 -0.127
C 1.52389 -0.45168 -0.50542 0.198 0.030 -0.080
O -0.65268 -0.52837 0.58413 -0.224 0.141 -1.070
C -1.52426 -0.35792 -0.64959 -0.299 -0.339 0.217
O -2.42862 -1.39531 -0.60876 -0.638 -0.281 0.238
H -0.10430 1.98238 1.33557 0.188 -0.095 -0.079
H 1.36436 1.06477 1.78927 0.036 0.024 0.071
H 1.38375 2.21689 0.42272 0.020 0.005 0.243
H 2.23299 0.13944 -1.09226 0.100 -0.143 0.070
H 2.08124 -0.90813 0.33943 -0.009 0.009 -0.014
H 1.18288 -1.26790 -1.16617 0.040 0.232 0.112
H -0.28834 -1.43714 0.68370 -0.319 0.433 -0.372
H -1.94416 0.64370 -0.50647 0.092 -0.393 0.023
H -1.00672 -0.41537 -1.61135 0.144 -0.159 0.658
H -2.94199 -1.27893 0.19836 -0.306 -0.200 -0.056

3.
22
Properties=species:S:1:pos:R:3:forces:R:3 method="wB97M-V/def2-TZVPD" e_above_lowest_kj_mol=0.0 total_charge=+2 lumo_energy_ha="-0.28617 / -0.42110" multiplicity=4 homo_lumo_gap_ev="8.972 / 6.043"
O -2.32409 -1.85260 -2.08902 1.639 -0.016 2.982
C -1.66799 -1.88379 -1.14714 -2.226 -0.154 -5.675
Co -0.63365 -1.93327 0.33841 0.692 0.115 0.340
O 1.58917 -5.11518 -1.36445 -2.161 3.043 1.606
C 0.97664 -4.25265 -0.90929 1.996 -2.859 -1.492
C -2.09405 -2.29205 1.34249 -5.130 -2.391 3.490
O -3.02435 -2.52056 1.98174 2.976 0.898 -2.044
C 0.40058 -1.98286 1.82416 4.227 -1.084 3.482
O 1.05660 -2.01425 2.76609 -2.011 0.319 -2.217
C -0.82735 2.24429 -1.55619 -0.997 0.064 -0.712
N 0.18365 1.92863 -0.54916 1.274 0.857 0.419
C 1.40844 2.47890 -0.44539 0.482 0.371 -0.213
C 2.02970 1.94006 0.66477 1.073 0.506 0.357
N 1.18969 1.06095 1.24266 1.340 0.190 -0.272
C 0.08070 1.06377 0.48003 -1.385 -0.594 0.352
S -1.26861 0.21785 0.82763 -1.868 0.573 -0.161
H -1.08469 1.32901 -2.12955 0.203 0.609 0.375
H -1.73977 2.63343 -1.05814 0.574 -0.274 -0.230
H -0.45115 3.01796 -2.25902 -0.038 -0.588 0.642
H 1.81519 3.22812 -1.11130 -0.168 -0.157 -0.104
H 3.01575 2.18558 1.03483 -0.127 -0.084 0.123
H 1.36959 0.51867 2.11584 -0.366 0.657 -1.047

4.
144
Properties=species:S:1:pos:R:3:forces:R:3 method="wB97M-V/def2-TZVPD" e_above_lowest_kj_mol=1114.1 total_charge=0 lumo_energy_ha=0.02247 smiles=COCCNCCOC.COCCNCCOC.COCCNCCOC.COCCNCCOC.COCCNCCOC.COCCNCCOC homo_lumo_gap_ev=8.860
C -4.33334 21.04701 -17.52064 -0.513 0.900 -0.615
O -3.19064 20.39134 -17.98481 0.158 -0.311 0.354
C -3.02812 19.10783 -17.40155 0.513 -0.219 -0.323
C -1.61099 18.67382 -17.68466 0.904 0.571 -0.166
N -1.40964 18.32446 -19.08895 0.281 0.290 -0.040
C 0.02412 18.33463 -19.42363 -0.115 0.276 0.455
C 0.26514 17.59816 -20.70713 -0.351 -0.256 0.096
O -0.22825 18.39366 -21.75958 -0.165 -0.013 -0.298
C -0.40022 17.65406 -22.96612 -0.214 0.687 0.870
H -4.43665 21.08400 -16.43215 0.218 -0.330 0.049
H -5.25474 20.65853 -17.97736 0.025 -0.272 0.216
H -4.26229 22.08543 -17.85398 0.072 -0.035 0.062
H -3.70400 18.38747 -17.87941 -0.259 0.040 0.312
H -3.16911 19.17163 -16.31874 -0.257 -0.113 0.011
H -1.23814 17.85462 -17.06410 -0.496 -0.179 0.040
H -0.95990 19.52712 -17.41657 -0.152 0.017 0.082
H -1.80720 19.07797 -19.64284 -0.273 -0.170 -0.015
H 0.58427 17.87767 -18.60311 -0.050 -0.201 -0.088
H 0.39644 19.36677 -19.50182 0.078 -0.060 -0.048
H -0.33310 16.67877 -20.63249 0.242 -0.120 -0.161
H 1.32457 17.34622 -20.84916 -0.013 0.048 -0.072
H -0.85484 18.34340 -23.67321 0.310 0.011 -0.232
H -1.12976 16.85514 -22.80422 0.287 -0.304 -0.052
H 0.58479 17.30241 -23.27379 -0.165 -0.297 -0.439
C -8.80605 27.08094 -14.03960 -0.241 0.701 1.201
O -9.84665 26.34523 -13.42284 0.304 -0.243 -0.473
C -11.01761 27.09165 -13.17348 -0.235 -0.544 0.018
C -11.85539 26.23426 -12.24400 -0.063 -0.213 -0.535
N -12.29566 25.06084 -12.99430 -0.094 0.573 -0.449
C -13.14154 24.13604 -12.26010 0.206 0.624 -0.032
C -14.58999 24.64307 -12.25815 0.076 0.857 -0.013
O -15.57972 23.69568 -11.93604 0.312 -0.108 0.455
C -15.69139 22.64837 -12.85890 -0.472 0.074 -0.872
H -7.95679 26.41846 -14.16280 -0.054 -0.073 -0.373
H -8.50831 27.86061 -13.31949 0.196 0.020 -0.213
H -9.11494 27.61192 -14.94381 0.008 -0.410 -0.253
H -11.60746 27.18260 -14.09567 0.200 0.404 -0.044
H -10.77392 28.07153 -12.74983 -0.052 -0.005 0.034
H -12.73708 26.81063 -11.95841 0.114 -0.021 0.388
H -11.23217 25.92022 -11.39526 -0.235 0.345 0.303
H -11.48697 24.68804 -13.47131 -0.156 -0.513 0.170
H -12.81123 24.14850 -11.21131 -0.031 -0.744 0.013
H -13.08929 23.14929 -12.71311 0.209 -0.075 0.146
H -14.83320 25.17488 -13.18966 0.166 -0.430 -0.239
H -14.62523 25.42950 -11.49838 -0.373 -0.189 0.122
H -16.48314 21.98662 -12.51327 0.198 -0.133 0.177
H -14.76278 22.10061 -13.03868 -0.032 -0.149 0.310
H -16.01787 23.00651 -13.85082 0.083 0.170 0.151
C -13.88962 19.81922 -16.42871 -0.218 -0.235 -0.241
O -12.74488 19.23098 -17.00244 -0.191 -0.035 0.600
C -11.53523 19.74499 -16.48149 0.549 -0.017 -0.359
C -10.50848 18.62439 -16.34401 -0.325 0.331 -0.119
N -9.22628 19.20723 -16.01992 0.214 -0.091 -0.455
C -8.11962 18.24749 -15.94824 -0.167 1.883 0.858
C -6.88904 18.99218 -15.40787 0.274 -1.251 -0.471
O -6.86653 19.18395 -14.00979 0.141 0.702 0.161
C -7.13227 18.06921 -13.17920 -0.265 0.600 -0.091
H -13.89829 20.90899 -16.54246 0.047 0.003 0.020
H -14.00128 19.56139 -15.36802 0.140 0.071 0.022
H -14.74524 19.40354 -16.96165 -0.025 0.097 0.025
H -11.62960 20.26714 -15.52318 -0.376 -0.067 0.026
H -11.14839 20.46403 -17.21316 0.145 0.101 0.172
H -10.48668 18.14303 -17.32629 0.263 -0.217 0.125
H -10.83182 17.88220 -15.59573 -0.163 -0.026 -0.100
H -9.30012 19.75327 -15.16788 0.067 -0.133 0.138
H -7.88522 17.91673 -16.95780 -0.122 -0.494 0.092
H -8.35484 17.46802 -15.21730 0.072 -0.650 -0.564
H -6.81171 19.96983 -15.87562 -0.099 0.082 0.078
H -6.00141 18.41254 -15.71444 0.017 0.057 0.157
H -6.59754 17.17475 -13.50482 -0.139 -0.115 -0.064
H -8.21646 17.93805 -13.12826 0.048 -0.517 0.041
H -6.79956 18.34277 -12.17975 0.116 -0.012 -0.009
C -11.96475 16.10976 -12.20077 0.022 -0.600 -0.733
O -11.14613 16.73176 -11.25198 0.058 0.010 0.323
C -11.89046 17.40231 -10.24229 0.633 0.097 0.067
C -12.43341 16.45682 -9.17339 -0.266 -0.378 -0.674
N -13.47207 17.05046 -8.36119 -0.072 -0.109 0.317
C -14.74618 17.20748 -9.05255 0.024 0.417 0.365
C -15.47260 18.44892 -8.57526 0.246 0.633 -0.143
O -14.80421 19.55518 -9.18592 0.068 -0.214 -0.214
C -15.57737 20.71328 -9.35822 0.145 0.421 0.079
H -11.32408 15.69443 -12.98378 0.097 0.339 0.009
H -12.67033 16.81404 -12.65902 -0.008 0.010 0.046
H -12.52045 15.22696 -11.85328 -0.081 0.308 0.419
H -12.65086 18.02127 -10.72946 -0.284 -0.093 0.219
H -11.20018 18.08415 -9.73649 0.073 0.065 -0.233
H -11.60967 16.05420 -8.58225 0.017 0.295 0.212
H -12.83712 15.57012 -9.67405 -0.220 0.078 0.075
H -13.17943 17.93401 -7.96463 0.105 0.026 -0.112
H -15.36331 16.32147 -8.88881 0.004 -0.041 -0.158
H -14.60118 17.39965 -10.12263 -0.138 -0.403 -0.093
H -15.40385 18.61630 -7.49422 -0.202 -0.412 0.093
H -16.52546 18.43023 -8.87352 0.001 -0.052 -0.022
H -14.90672 21.48867 -9.73064 -0.029 -0.026 -0.026
H -15.99868 21.08054 -8.41452 -0.100 -0.127 -0.015
H -16.37559 20.58665 -10.09908 -0.066 -0.163 0.121
C -4.61911 23.34804 -13.99308 0.726 -0.001 -0.290
O -4.87694 23.77440 -15.32328 -0.251 -0.328 -0.352
C -6.23862 23.97348 -15.65032 -1.037 1.222 0.407
C -7.06598 22.68736 -15.67639 1.567 -1.316 -0.263
N -7.65036 22.26092 -14.44098 -0.288 0.657 0.607
C -9.03244 22.66242 -14.25199 0.823 0.446 0.182
C -9.65719 22.02594 -13.04946 -0.604 -0.721 0.078
O -10.09754 20.71786 -13.41068 0.144 -0.051 -0.061
C -11.04733 20.18229 -12.51375 0.215 0.685 0.005
H -4.37037 24.22622 -13.39067 -0.336 -0.092 0.298
H -3.71493 22.73514 -14.03389 0.005 0.041 -0.028
H -5.40058 22.72837 -13.56158 -0.220 0.274 0.039
H -6.27616 24.48084 -16.61646 0.290 -0.246 -0.140
H -6.67870 24.70560 -14.95018 0.006 -0.203 0.080
H -6.22934 22.02201 -15.94218 -0.469 -0.461 0.135
H -7.77467 22.52755 -16.49958 -0.034 0.768 -0.117
H -7.35580 21.40022 -14.00967 -0.145 -0.289 -0.392
H -9.61114 22.44375 -15.16059 -0.272 0.049 0.145
H -9.05141 23.74595 -14.06127 -0.134 -0.005 -0.282
H -10.53270 22.59392 -12.70522 0.077 0.114 -0.093
H -8.95895 21.95511 -12.20624 0.078 0.115 -0.057
H -10.62293 20.09263 -11.50754 -0.025 -0.310 -0.023
H -11.36241 19.22456 -12.91834 -0.049 -0.093 0.192
H -11.89026 20.88465 -12.43840 -0.169 -0.254 -0.011
C -3.52078 26.97140 -14.68266 0.596 0.146 -0.484
O -2.70115 28.00957 -14.18137 -0.414 0.213 0.410
C -2.06183 28.75400 -15.19163 0.300 -0.184 -0.003
C -0.86950 28.00391 -15.78637 -0.328 0.272 0.008
N -0.10722 28.86405 -16.67015 0.544 -0.102 -0.023
C 1.08856 28.20520 -17.17445 0.420 0.052 -0.622
C 1.98490 29.21699 -17.87506 -0.282 -0.699 -0.273
O 2.81096 29.82896 -16.91810 0.014 0.417 0.178
C 3.75196 30.69380 -17.50898 0.463 -0.054 0.189
H -4.11004 26.55111 -13.87392 0.112 -0.001 0.120
H -2.86516 26.21833 -15.12844 -0.389 -0.350 0.023
H -4.19734 27.34527 -15.46214 -0.023 -0.005 0.047
H -1.69386 29.66642 -14.71721 -0.117 0.058 -0.010
H -2.77982 29.01600 -15.97762 0.077 0.107 -0.035
H -1.24669 27.17446 -16.38940 0.157 -0.133 0.047
H -0.26547 27.59968 -14.96288 -0.043 -0.082 0.032
H 0.22761 29.70477 -16.20853 -0.331 -0.049 0.322
H 0.81372 27.42598 -17.89107 -0.174 0.060 -0.006
H 1.72912 27.71054 -16.42712 -0.306 0.059 0.272
H 1.33363 29.93490 -18.39150 0.212 0.169 -0.021
H 2.60426 28.70480 -18.62501 -0.010 0.061 0.005
H 4.51741 30.12824 -18.05854 -0.250 -0.005 -0.242
H 4.30029 31.21187 -16.72189 -0.268 0.043 0.119
H 3.27681 31.43095 -18.16220 0.012 -0.021 -0.063

5.
24
Properties=species:S:1:pos:R:3:forces:R:3 method="wB97M-V/def2-TZVPD" e_above_lowest_kj_mol=214.7 total_charge=+1 lumo_energy_ha=-0.16913 homo_lumo_gap_ev=6.297
C -2.49761 1.50367 -0.76345 -1.426 0.890 -1.831
C -2.10542 2.22693 0.36357 1.471 -1.023 0.753
C -1.71383 0.48015 -1.26819 1.287 -1.815 -0.660
C -0.87611 1.89052 0.97916 1.025 -0.288 1.076
C -0.51264 0.06637 -0.63358 -1.050 1.673 0.755
C -0.09747 0.79608 0.54359 -2.375 -0.261 -2.016
C 0.30824 -1.00986 -1.30283 0.391 0.136 1.056
C 1.08500 0.36816 1.15043 1.893 0.001 1.269
C 0.56034 -2.25174 -0.50094 -0.712 0.471 -0.407
N 1.20728 0.33991 2.46896 -1.712 0.156 -2.044
N -0.27823 -3.25590 -0.58202 1.764 -0.039 0.528
I 2.27987 -2.31046 0.64356 -0.174 -1.166 -0.289
I 4.46304 1.05122 -0.98659 0.030 0.006 -0.013
H -3.38647 1.81473 -1.45204 1.460 -0.521 1.851
H -2.74106 2.91211 0.87734 -0.315 0.722 -0.240
H -1.95126 -0.09189 -2.22926 -0.092 1.152 1.423
H -0.30553 2.35752 1.87398 -1.974 -0.047 -1.434
H -0.21520 -1.29966 -2.15981 -1.017 -0.599 -1.447
H 1.24208 -0.62431 -1.67116 0.679 0.338 0.247
H 2.04223 -0.07791 2.78029 0.967 -0.250 1.025
H 0.40111 0.38603 3.09249 0.302 0.201 0.212
H -1.03303 -3.34334 -1.27117 0.333 0.333 0.450
H 0.04215 -4.08124 -0.07026 -0.719 -0.034 -0.244
H 4.08252 2.15290 0.11794 -0.037 -0.037 -0.021

6.
9
Properties=species:S:1:pos:R:3:forces:R:3 method="wB97M-V/def2-TZVPD" e_above_lowest_kj_mol=522.8 total_charge=0 lumo_energy_ha="-0.00034 / -0.02329" homo_lumo_gap_ev="9.658 / 6.651"
C -1.29855 -0.27883 -0.01487 2.373 -1.052 -0.480
C 1.15707 0.84911 0.03873 0.048 3.178 3.040
N -2.34060 -0.82543 0.19051 -2.799 -2.961 -0.624
S -0.66037 1.22297 -0.18413 2.006 1.113 0.133
H 0.89277 -1.71583 -0.17212 -0.637 -0.052 -0.035
H 1.74935 1.38865 -0.64487 0.199 0.921 -1.418
H 1.41244 -0.16359 -0.10525 -0.236 -1.365 0.332
H 1.56080 1.35668 1.06260 -1.286 -1.770 -2.025
H -2.47290 -1.83374 -0.17059 0.333 1.989 1.077

Total energy in Ha, matching the order above: -1351.60116 -308.71664 -2499.19635 -2656.72623 -1054.08648 -531.94345